No. 1
Molecular formula: C5H10O2
Method: DFT, ωB97M-V/def2-TZVPD

Bonds (Å) are listed after each position.
CARTESIAN COORDINATES (ANGSTROEM)
1 C 1.24 0.26 -1.28  C2 1.330, H6 1.088, H7 1.088
2 C 0.13 -0.41 -0.97  C1 1.330, C3 1.517, H8 1.091
3 C -1.14 0.29 -0.51  C2 1.517, C4 1.527, O5 1.413, H9 1.098
4 C -2.04 -0.60 0.34  C3 1.527, H10 1.094, H11 1.096, H12 1.096
5 O -0.88 1.52 0.11  C3 1.413, H13 0.971
6 H 2.13 -0.25 -1.63  C1 1.088
7 H 1.28 1.34 -1.17  C1 1.088
8 H 0.09 -1.49 -1.04  C2 1.091
9 H -1.69 0.54 -1.43  C3 1.098
10 H -2.97 -0.07 0.56  C4 1.094
11 H -2.29 -1.53 -0.18  C4 1.096
12 H -1.56 -0.85 1.29  C4 1.096
13 H -0.34 1.33 0.90  O5 0.971
14 C 2.01 -0.02 1.24  O15 1.210, H16 1.107, H17 1.106
15 O 1.04 0.25 1.91  C14 1.210
16 H 2.74 0.75 0.90  C14 1.107
17 H 2.27 -1.06 0.96  C14 1.106

## Properties
LUMO energy ... 0.52 eV
Energy ... -346.92663 Ha
ΔE to the lowest compared entry with this formula, charge and spin ... 259.41 kJ/mol
HOMO ... -0.35764 Eh
Total charge ... 0

Results of the natural (NBO) charge analysis, in e, for atoms 1 through 8:
1 C -0.432
2 C -0.171
3 C 0.049
4 C -0.630
5 O -0.720
6 H 0.201
7 H 0.216
8 H 0.200

***

No. 2
Molecular formula: C5H10O2
Method: DFT, ωB97M-V/def2-TZVPD

Bonds (Å) are listed after each position.
CARTESIAN COORDINATES (ANGSTROEM)
1 C -0.84 1.91 1.60  C2 1.516, H8 1.094, H9 1.094, H10 1.094
2 C -0.14 0.60 1.30  C1 1.516, O3 1.415, H11 1.102, H12 1.102
3 O -0.16 0.41 -0.10  C2 1.415, C4 1.409
4 C 0.27 -0.85 -0.54  O3 1.409, C5 1.525, C6 1.522, H13 1.100
5 C -0.53 -1.21 -1.78  C4 1.525, H14 1.093, H15 1.093, H16 1.095
6 C 1.75 -0.83 -0.89  C4 1.522, O7 1.206, H17 1.113
7 O 2.47 -1.80 -0.87  C6 1.206
8 H -1.86 1.89 1.20  C1 1.094
9 H -0.90 2.08 2.68  C1 1.094
10 H -0.31 2.75 1.15  C1 1.094
11 H 0.89 0.61 1.68  C2 1.102
12 H -0.66 -0.24 1.79  C2 1.102
13 H 0.13 -1.62 0.24  C4 1.100
14 H -0.28 -2.21 -2.14  C5 1.093
15 H -1.60 -1.17 -1.53  C5 1.093
16 H -0.34 -0.48 -2.58  C5 1.095
17 H 2.12 0.17 -1.22  C6 1.113

## Properties
LUMO energy ... 1.01 eV
Energy ... -346.96447 Ha
ΔE to the lowest compared entry with this formula, charge and spin ... 160.07 kJ/mol
HOMO ... -0.35255 Eh
Total charge ... 0

Results of the natural (NBO) charge analysis, in e, for atoms 1 through 8:
1 C -0.621
2 C -0.057
3 O -0.539
4 C -0.011
5 C -0.613
6 C 0.425
7 O -0.514
8 H 0.214

***

Which of these has the highest LUMO energy?
number 2

***

What is the formula in the first record?
C5H10O2

***

Copy entry 1 word for word.
Molecular formula: C5H10O2
Method: DFT, ωB97M-V/def2-TZVPD

Bonds (Å) are listed after each position.
CARTESIAN COORDINATES (ANGSTROEM)
1 C 1.24 0.26 -1.28  C2 1.330, H6 1.088, H7 1.088
2 C 0.13 -0.41 -0.97  C1 1.330, C3 1.517, H8 1.091
3 C -1.14 0.29 -0.51  C2 1.517, C4 1.527, O5 1.413, H9 1.098
4 C -2.04 -0.60 0.34  C3 1.527, H10 1.094, H11 1.096, H12 1.096
5 O -0.88 1.52 0.11  C3 1.413, H13 0.971
6 H 2.13 -0.25 -1.63  C1 1.088
7 H 1.28 1.34 -1.17  C1 1.088
8 H 0.09 -1.49 -1.04  C2 1.091
9 H -1.69 0.54 -1.43  C3 1.098
10 H -2.97 -0.07 0.56  C4 1.094
11 H -2.29 -1.53 -0.18  C4 1.096
12 H -1.56 -0.85 1.29  C4 1.096
13 H -0.34 1.33 0.90  O5 0.971
14 C 2.01 -0.02 1.24  O15 1.210, H16 1.107, H17 1.106
15 O 1.04 0.25 1.91  C14 1.210
16 H 2.74 0.75 0.90  C14 1.107
17 H 2.27 -1.06 0.96  C14 1.106

## Properties
LUMO energy ... 0.52 eV
Energy ... -346.92663 Ha
ΔE to the lowest compared entry with this formula, charge and spin ... 259.41 kJ/mol
HOMO ... -0.35764 Eh
Total charge ... 0

Results of the natural (NBO) charge analysis, in e, for atoms 1 through 8:
1 C -0.432
2 C -0.171
3 C 0.049
4 C -0.630
5 O -0.720
6 H 0.201
7 H 0.216
8 H 0.200

***

What is the HOMO in the second record?
-0.35255 Eh